Record 1
# C26H20BrMoN6O2SSe4

C26H20BrMoN6O2SSe4 as an isolated structure at a distorted geometry (ωB97M-V with the def2-TZVPD basis set, the OMol25 dataset).

XYZ file:
```
61
Properties=species:S:1:pos:R:3:forces:R:3
H 2.399 4.151 -0.986 -0.07 -0.22 -0.11
C 3.495 -1.887 2.557 1.41 0.03 0.40
C 0.913 -4.130 -1.357 1.95 0.52 -1.92
H -0.115 -0.914 1.743 0.16 -0.74 0.64
O -0.908 2.695 2.343 -0.10 -1.06 0.05
Br 0.950 5.436 5.338 -0.47 0.48 -0.32
C 1.980 3.184 -0.740 -0.61 -1.32 0.82
C 1.666 -5.711 -3.098 -1.12 0.84 1.50
H 0.628 -1.054 4.213 0.48 -0.48 -0.54
H 0.244 1.348 1.132 -1.29 -1.08 1.23
H 0.002 -5.964 -1.684 -0.37 -0.34 -0.42
C 1.960 -0.450 -4.132 -1.38 -1.07 2.82
Se -2.129 0.441 -2.133 0.65 -0.35 0.25
N 1.114 3.009 0.317 -0.14 -0.78 0.15
H -1.231 -1.159 -4.546 0.24 -0.01 -0.36
C 1.290 -1.361 3.382 -0.88 0.50 1.10
N 1.846 -3.167 -1.780 -1.27 -2.61 -0.75
N -4.290 -1.525 -5.840 -0.17 -0.61 -2.08
H 0.695 4.049 1.483 -0.08 -0.45 -0.09
C -1.303 4.175 4.042 -1.16 -0.21 2.03
C -0.575 3.711 2.897 2.39 1.31 -3.35
C -2.306 -1.127 -4.638 0.51 1.36 0.87
Se 3.996 -1.269 -0.368 -0.28 -0.39 0.61
N 1.457 0.963 -0.554 0.80 0.26 -1.73
H 3.490 -2.824 -3.018 -0.69 -0.53 0.09
H 2.834 1.685 -2.122 -0.51 -0.05 0.61
H -5.057 -0.575 -2.805 -0.18 0.76 0.93
C 0.844 1.671 0.363 0.82 3.45 -0.17
H 1.455 -6.632 -3.644 0.50 0.26 0.16
H -1.453 6.214 6.674 -0.48 -0.11 0.11
C 2.737 -4.846 -3.306 0.04 0.52 -1.28
C -4.959 -1.132 -4.805 -0.27 0.43 2.14
H -2.358 -1.928 -6.633 -0.68 0.06 0.53
H -6.061 -1.132 -4.786 0.49 -0.25 -0.52
N 1.755 -1.424 1.065 -1.05 0.44 1.31
C 0.755 -5.315 -2.093 0.87 -0.24 0.22
C -4.366 -0.687 -3.600 0.46 0.12 -1.21
H 2.958 -1.772 4.649 -0.01 0.10 -1.02
O 0.358 4.539 2.329 -1.27 -0.74 1.53
H -3.713 5.166 6.893 0.27 -0.38 0.43
C 2.196 1.945 -1.265 0.63 -1.07 -1.26
H 3.501 -5.033 -4.074 -0.38 -0.03 0.46
C -3.308 3.720 5.352 0.26 -0.45 -0.66
H -4.218 3.157 5.567 0.25 0.06 -0.27
Se -0.007 -3.646 0.145 -0.04 0.47 0.14
Mo 1.231 -1.214 -1.001 2.88 -0.36 0.27
H 4.551 -2.123 2.721 -0.44 0.12 0.02
Se 2.002 -0.200 -5.850 0.40 0.25 -0.78
C 0.840 -1.318 2.114 1.13 1.31 -2.63
C -2.500 3.418 4.231 -0.21 1.30 1.82
C 2.712 -3.568 -2.756 0.25 0.76 1.23
C 3.066 -1.632 1.263 -1.04 0.65 -1.55
N 1.710 -0.740 -3.001 0.51 1.07 -1.40
C -2.982 -0.474 -3.553 -1.01 -2.12 -1.39
S -1.061 -1.402 -1.252 -1.74 0.88 -0.43
C -2.961 -1.578 -5.774 0.59 0.33 0.95
C -1.823 5.443 5.996 2.49 1.60 0.95
H -2.714 2.588 3.557 0.03 0.52 0.17
C 2.633 -1.672 3.588 0.21 -0.62 1.79
C -0.904 5.116 5.015 -0.42 -1.85 -0.84
C -2.963 4.760 6.223 -1.83 -0.25 -1.27
```
Forces are in eV/Å.

Summary:
LUMO energy (alpha / beta) ... 0.91 / 1.24 eV
Energy above the lowest of the compared OMol25 structures with the same formula, charge and spin ... 0.00 kcal per mole
Total charge ... -1
HOMO energy (alpha / beta) ... -4.949 / -5.176 eV
HOMO-LUMO gap (alpha / beta) ... 5.863 / 6.417 eV
Spin multiplicity ... 3

Results of the Löwdin charge analysis, in e, for atoms 1 through 5: 0.093 -0.103 -0.760 0.102 0.064

Record 2
# C26H20BrN2O3Pt

C26H20BrN2O3Pt as an isolated structure (ωB97M-V with the def2-TZVPD basis set, the OMol25 dataset).

XYZ file:
```
53
Properties=species:S:1:pos:R:3:forces:R:3
C -6.031 -0.012 -2.501 0.01 -0.01 0.00
H -4.966 2.603 -4.362 0.00 -0.02 0.02
H 2.928 1.943 -3.457 0.01 -0.01 0.01
C 4.748 1.338 -2.504 0.03 0.02 -0.04
H 3.743 -0.563 1.931 -0.01 0.00 0.01
C 3.376 1.482 -2.588 -0.07 0.00 0.01
Br 5.844 1.947 -3.909 -0.01 0.00 0.01
O -2.814 -0.056 0.156 0.23 -0.51 0.12
C 1.215 -2.044 4.761 0.01 -0.02 0.04
C -4.134 2.020 -2.481 -0.01 0.04 0.03
C 1.739 -0.974 2.693 -0.01 -0.02 -0.02
H -5.216 -0.588 -0.607 -0.01 0.02 -0.02
C -3.497 2.533 3.269 -0.01 0.02 -0.03
C -1.348 2.134 -0.990 0.79 -0.29 -0.08
C -5.967 0.886 -3.558 0.00 -0.02 0.02
H -0.899 -2.300 5.092 0.02 0.01 -0.01
Pt -0.011 0.090 0.657 -0.04 0.02 -0.15
C 3.145 0.438 -0.425 -0.06 0.01 0.00
C -4.001 3.805 3.022 0.01 0.00 0.06
C 2.581 1.028 -1.547 -0.05 0.04 -0.01
H 5.018 -0.183 0.481 -0.02 0.01 -0.02
C -0.124 -1.930 4.435 -0.03 -0.02 0.03
C 2.686 -0.479 1.694 0.12 -0.11 0.20
C -3.541 2.054 0.902 0.00 0.09 -0.13
H -4.687 5.186 1.530 0.01 -0.02 0.00
C -0.476 -1.329 3.240 0.01 0.04 -0.06
C 4.531 0.291 -0.360 0.04 -0.04 0.04
H -4.295 3.641 -0.344 -0.01 0.01 0.03
H 6.402 0.625 -1.342 -0.02 0.00 0.01
H -2.761 -0.628 -0.623 -0.05 -0.03 0.02
C -4.063 3.333 0.667 -0.04 0.01 0.03
H -6.775 -0.798 -2.498 0.02 0.02 0.00
N 2.255 -0.003 0.601 0.05 0.17 -0.27
C -4.183 1.119 -1.419 -0.03 -0.09 0.07
N 0.434 -0.856 2.384 -0.08 -0.07 0.20
H 1.508 1.138 -1.609 0.02 -0.02 0.01
H 1.521 -2.507 5.690 0.00 0.01 -0.01
H -1.508 -1.216 2.946 -0.05 0.00 -0.02
H -6.656 0.799 -4.388 0.01 0.00 0.01
O -0.667 1.143 -1.108 -0.43 0.24 0.02
H -2.899 0.664 2.405 0.05 -0.01 0.05
C -3.306 1.149 -0.211 -0.41 0.38 -0.04
C 5.329 0.742 -1.394 0.05 -0.03 0.04
H -3.411 2.823 -2.494 0.00 -0.01 0.01
H -4.182 4.485 3.844 0.00 -0.02 -0.01
C -5.021 1.898 -3.542 0.02 0.03 -0.01
C -5.147 0.101 -1.441 0.07 0.00 -0.07
C 2.159 -1.558 3.872 0.10 -0.01 0.05
C -4.285 4.200 1.720 0.00 0.00 -0.05
O -1.571 3.266 -1.082 -0.22 0.19 -0.02
C -3.263 1.664 2.220 0.04 0.02 -0.05
H 3.219 -1.629 4.083 -0.03 0.00 -0.01
H -3.300 2.221 4.286 0.01 -0.01 -0.01
```
Forces are in eV/Å.

Summary:
LUMO energy (alpha / beta) ... -3.98 / -4.04 eV
Energy above the lowest of the compared OMol25 structures with the same formula, charge and spin ... 0.14 kcal per mole
Total charge ... +1
HOMO energy (alpha / beta) ... -10.078 / -11.349 eV
HOMO-LUMO gap (alpha / beta) ... 6.094 / 7.312 eV
Spin multiplicity ... 3

Results of the Löwdin charge analysis, in e, for atoms 1 through 5: -0.058 0.113 0.110 -0.687 0.128

Record 3
# C26H20ClMoNO2PS2

C26H20ClMoNO2PS2 as an isolated structure at a distorted geometry (ωB97M-V with the def2-TZVPD basis set, the OMol25 dataset).

XYZ file:
```
54
Properties=species:S:1:pos:R:3:forces:R:3
H 2.150 3.131 -0.140 0.05 -0.80 -0.53
H -2.091 -3.097 -5.748 0.20 0.10 -0.10
H 1.283 -1.519 -1.748 -0.14 0.67 0.56
C 1.673 0.211 5.773 -0.47 0.61 -2.73
C -2.347 -2.155 -2.544 -0.03 0.60 -0.32
C 2.853 0.395 6.446 0.24 -0.52 2.30
C -2.716 -2.741 -3.735 1.29 -0.60 -0.62
H -0.238 -1.361 -5.661 0.18 -0.15 -0.55
C -2.578 1.871 -2.795 -0.07 -0.60 1.47
C 2.956 1.340 -1.087 1.05 -0.90 0.26
H -0.172 2.230 -0.047 0.62 -0.04 -0.25
H -2.869 -2.440 -1.649 -0.30 0.11 0.39
H -1.941 1.507 -3.569 0.14 0.15 -0.67
C -1.871 -2.542 -4.845 -0.44 0.52 0.36
C -3.198 1.712 -0.437 -0.53 1.11 -1.33
C -0.852 -2.524 0.391 0.42 1.65 0.54
H 5.196 -0.455 4.143 -0.44 -0.54 -0.13
C 0.385 0.281 -0.834 -0.99 1.17 0.37
C 2.720 -0.002 -1.402 -0.14 -0.68 -0.33
H 2.815 0.658 7.544 -0.03 -0.27 -1.43
Mo -0.543 -0.727 1.038 -1.86 -0.45 0.31
H -3.528 -3.459 -3.784 0.09 0.11 0.00
C 1.771 -0.080 4.336 -1.12 0.05 3.43
C -3.585 2.801 -2.973 -0.03 0.65 -0.79
C -1.356 -1.150 -2.534 -1.33 -1.47 0.45
S 2.752 -1.348 2.399 3.31 -1.11 -1.92
H -5.289 3.839 -2.115 0.64 -0.28 0.27
H 3.962 1.738 -1.197 -0.14 0.02 -0.02
C 1.963 2.104 -0.518 -1.22 1.80 0.58
C -4.443 3.160 -1.916 0.15 -0.02 -0.22
C 1.434 -0.504 -1.330 0.94 -1.46 -0.49
O 2.701 -2.779 2.652 -0.31 2.21 -0.71
H 0.694 0.342 6.239 0.37 0.16 -0.08
C -0.838 -1.583 -4.805 -0.81 -0.85 -0.83
H -4.719 3.076 0.249 -0.22 -0.35 -0.50
O 3.648 -0.787 1.367 -2.47 -1.16 1.41
C -2.380 1.300 -1.505 -1.19 0.53 1.08
C -0.646 -0.841 -3.686 0.76 1.87 1.52
C 0.674 -0.196 3.370 3.54 -1.43 -0.24
H -0.485 -2.884 -0.596 -0.05 0.25 0.56
C 4.201 -0.334 4.571 0.47 0.06 0.40
Cl -2.933 1.081 1.173 0.25 -0.48 -0.01
C 3.014 -0.490 3.866 -0.15 0.75 0.53
S -0.953 0.218 3.415 -0.47 -0.55 -1.41
H 0.014 0.060 -3.605 -0.30 -1.10 -0.63
C -4.217 2.664 -0.633 0.65 -0.21 0.69
P -1.385 -0.108 -1.127 1.88 0.14 -1.68
C 0.664 1.631 -0.447 -0.04 -0.30 0.92
H 3.486 -0.720 -1.728 -0.10 0.82 0.02
N 1.137 -0.785 2.237 -0.62 0.56 -0.22
H -3.669 3.319 -3.961 -0.14 -0.72 0.98
C 4.115 0.083 5.910 -1.48 0.36 -0.51
H -1.352 -3.298 0.975 -0.12 -0.04 0.25
H 4.933 0.157 6.608 0.53 0.05 -0.43
```
Forces are in eV/Å.

Summary:
LUMO energy (alpha / beta) ... -12.22 / -12.22 eV
Total charge ... +3
HOMO energy (alpha / beta) ... -17.773 / -17.773 eV
HOMO-LUMO gap (alpha / beta) ... 5.551 / 5.552 eV

Results of the Löwdin charge analysis, in e, for atoms 1 through 5: 0.154 0.131 0.140 0.048 -0.088

Record 4
# C26H20ClN4O9Re

C26H20ClN4O9Re as an isolated structure at a distorted geometry (ωB97M-V with the def2-TZVPD basis set, the OMol25 dataset).

XYZ file:
```
61
Properties=species:S:1:pos:R:3:forces:R:3
C -1.191 5.252 0.107 -0.02 0.09 0.00
H -0.526 4.296 3.292 -0.02 -0.03 0.00
H 1.599 2.794 -4.130 -0.01 0.00 -0.03
H 0.563 -5.635 0.794 -0.01 -0.02 -0.04
C -1.478 -0.932 5.174 0.14 0.03 0.11
C 0.829 -3.157 0.060 -0.12 -0.34 0.22
C 2.062 -4.227 -1.720 -0.06 0.08 -0.05
H 2.276 -5.354 1.105 -0.02 0.00 -0.01
H -0.938 -0.765 6.097 -0.01 -0.03 0.00
H 0.280 2.522 -6.232 0.06 0.01 0.03
O 3.236 -1.290 1.279 -0.21 -0.01 -0.05
O 4.380 -1.830 -0.707 -0.15 -0.19 -0.33
H -1.673 6.050 -0.443 -0.01 -0.01 0.00
N -1.695 -0.311 0.433 -0.36 -0.38 0.76
O 0.435 -0.177 4.054 0.03 0.01 0.30
H -4.433 -2.062 3.965 0.00 0.01 0.00
C -1.174 5.278 1.496 0.03 -0.07 0.01
C -0.825 -0.634 3.976 -0.20 -0.04 -0.20
C 0.035 3.180 0.141 -0.32 0.32 -0.01
H -1.644 6.097 2.025 0.00 0.01 -0.01
C 0.139 1.858 -2.913 -0.42 0.08 -0.39
O 3.376 0.297 -0.463 -1.61 0.25 -0.22
Re 1.060 0.168 -0.499 -0.60 2.10 0.17
H 0.805 -0.114 3.156 0.02 -0.02 -0.07
O 5.287 -0.249 0.770 0.34 0.29 0.06
N 0.919 -2.017 -0.683 0.39 0.48 -0.07
C -0.105 2.162 -5.288 -0.15 -0.07 -0.02
O 1.009 2.118 -1.852 0.16 -0.53 -0.34
C -1.352 1.548 -5.232 0.01 -0.01 -0.09
H 2.556 -5.134 -2.041 -0.07 -0.04 0.01
N -1.017 0.145 -0.639 0.74 0.01 -0.95
C -1.826 1.077 -4.029 0.02 -0.02 0.09
C 0.670 2.076 -0.512 0.90 -1.58 0.79
H -2.750 0.372 -1.667 -0.03 0.08 0.09
C 0.629 2.314 -4.131 0.13 0.09 0.28
H -1.939 1.417 -6.130 -0.01 0.03 0.01
C -3.434 -1.649 3.966 -0.10 -0.03 0.00
N 1.467 -4.279 -0.505 0.05 0.08 0.01
O 0.230 -3.247 1.109 0.18 0.10 -0.05
C -0.553 4.261 2.212 -0.02 0.09 0.06
C -0.923 -0.384 1.495 -0.65 0.13 -0.58
H -3.251 -1.659 6.108 0.02 -0.01 0.02
C -1.679 0.546 -1.667 -0.13 -0.20 0.40
H 1.785 -6.333 -0.299 0.00 0.03 -0.04
C 1.528 -5.477 0.321 0.00 -0.04 0.15
C 2.063 -3.114 -2.487 0.08 0.20 -0.07
O 0.328 -0.002 1.481 1.09 -0.07 -1.36
H 2.559 -3.050 -3.441 0.03 -0.07 0.02
C -0.585 4.214 -0.573 0.06 -0.15 -0.07
C -1.091 1.181 -2.836 0.33 0.09 -0.13
C -1.519 -0.799 2.763 0.15 -0.01 0.19
C -2.816 -1.325 2.781 0.13 0.07 0.01
H -0.597 4.191 -1.656 0.02 0.02 0.01
H 0.544 2.412 2.072 -0.02 0.04 0.06
C 1.521 -1.954 -1.879 -0.26 -0.63 -0.10
C 0.046 3.213 1.542 0.06 -0.19 -0.18
C -2.762 -1.431 5.169 0.02 0.01 -0.09
H -2.784 0.574 -3.993 -0.01 0.01 0.04
H -3.312 -1.463 1.831 -0.06 -0.01 0.01
Cl 4.097 -0.799 0.238 0.38 -0.59 0.78
O 1.557 -0.764 -2.365 0.04 0.53 0.86
```
Forces are in eV/Å.

Summary:
LUMO energy (alpha / beta) ... -1.22 / -1.24 eV
Energy above the lowest of the compared OMol25 structures with the same formula, charge and spin ... 51.16 kcal per mole
Total charge ... 0
HOMO energy (alpha / beta) ... -8.207 / -8.108 eV
HOMO-LUMO gap (alpha / beta) ... 6.989 / 6.870 eV

Results of the Löwdin charge analysis, in e, for atoms 1 through 5: -0.066 0.112 0.133 0.093 -0.010